{
  "formula": "C4H5NO2",
  "method": "the ωB97M-V functional and the def2-TZVPD basis",
  "elements": ["O", "O", "N", "C", "C", "C", "C", "H", "H", "H", "H", "H"],
  "xyz": [[0.927, -1.960, 0.457], [-3.737, 0.489, 0.001], [-1.763, -0.522, -0.187], [0.494, 0.143, -0.456], [-0.759, -0.010, 0.328], [-3.116, -0.524, -0.094], [1.413, -0.892, 0.117], [2.414, -0.433, 0.176], [0.648, 1.205, -0.192], [-3.571, -1.506, -0.165], [-0.666, 0.268, 1.403], [0.142, -0.081, -1.444]],
  "e_tot_ev": -9811.8354,
  "max_force_ha_per_bohr": 0.0474,
  "e_above_lowest_ev": 2.479,
  "orbital_gap_ev": 9.872,
  "multiplicity": 1,
  "molar_mass_g_mol": 99.1
}

=====

{
  "formula": "C4H5NO2",
  "method": "the ωB97M-V functional and the def2-TZVPD basis",
  "elements": ["O", "O", "N", "C", "C", "C", "C", "H", "H", "H", "H", "H"],
  "xyz": [[1.744, 1.308, 1.052], [-2.288, 1.087, -0.957], [-0.933, 0.965, -1.248], [-0.414, 0.101, -0.495], [1.883, 0.185, 0.633], [-0.545, -0.841, 0.596], [0.825, -0.572, -0.109], [2.831, -0.371, 0.790], [-2.592, 1.721, -1.619], [-1.007, -1.804, 0.390], [-0.695, -0.449, 1.599], [1.190, -1.392, -0.723]],
  "e_tot_ev": -9810.5221,
  "max_force_ha_per_bohr": 0.0130,
  "e_above_lowest_ev": 3.793,
  "orbital_gap_ev": 10.749,
  "multiplicity": 1,
  "molar_mass_g_mol": 99.1
}

=====

{
  "formula": "C4H5NO2",
  "method": "the ωB97M-V functional and the def2-TZVPD basis",
  "elements": ["O", "O", "N", "C", "C", "C", "C", "H", "H", "H", "H", "H"],
  "xyz": [[1.687, 0.154, -1.691], [-0.822, 1.374, 2.336], [0.300, -0.920, -0.226], [-0.376, 1.019, 1.274], [-0.851, -0.334, -0.851], [1.547, -0.452, -0.654], [-0.707, -0.300, 0.639], [0.330, 1.656, 0.698], [2.409, -0.789, -0.062], [-1.507, -1.052, -1.334], [-1.323, -0.955, 1.256], [-0.687, 0.600, -1.385]],
  "e_tot_ev": -9812.2841,
  "max_force_ha_per_bohr": 0.0105,
  "e_above_lowest_ev": 2.031,
  "orbital_gap_ev": 10.799,
  "multiplicity": 1,
  "molar_mass_g_mol": 99.1
}